Entry from the OMol25 dataset: 4 unconnected molecules or ions with the total composition C4H12O3 (ωB97M-V with the def2-TZVPD basis set).

XYZ file:
```
19
Properties=species:S:1:pos:R:3:forces:R:3
O 2.17085 -0.83584 -0.94709 -0.32 0.11 -0.07
O 2.80237 -0.08562 1.34452 0.55 0.20 0.22
O 0.49613 0.98290 1.64266 -0.19 -0.60 0.30
C -1.11273 0.66248 -2.30973 -0.57 0.09 0.22
C -1.79129 -0.62769 1.09582 0.35 -1.05 0.22
C -2.01959 -0.13643 -0.23669 -0.02 0.72 0.28
C -0.96773 0.03284 -1.12519 1.32 -0.57 0.07
H -2.45199 -1.46734 1.35986 -0.18 0.24 -0.15
H -1.96935 0.15018 1.84220 -0.17 0.28 -0.04
H 0.47540 1.73929 1.06776 0.39 0.45 -0.24
H 2.52479 -0.52873 0.01319 0.12 -0.05 -0.10
H -3.00186 0.20993 -0.52035 -0.37 -0.05 -0.17
H -0.25614 0.80660 -2.95552 -0.08 0.06 -0.08
H -0.74967 -0.90525 1.20409 0.07 -0.06 0.18
H 0.02540 -0.33003 -0.83239 -0.01 0.02 -0.07
H 3.69880 0.22619 1.59062 -1.09 -0.24 -0.31
H -2.09122 1.05061 -2.57734 0.13 0.05 -0.29
H 2.75866 -1.52851 -1.26104 -0.05 0.08 0.14
H 1.45918 0.58441 1.60463 0.12 0.31 -0.11
```
Positions in Å, forces in eV/Å.

The value obtained for the relative energy (zero: lowest compared OMol25 entry of this formula, charge and spin) is 101.81 kcal/mol. The calculation puts the gap between HOMO and LUMO at 4.118 eV.

Entry from the OMol25 dataset: 2 unconnected molecules or ions with the total composition C4H12O3 (ωB97M-V with the def2-TZVPD basis set).

XYZ file:
```
19
Properties=species:S:1:pos:R:3:forces:R:3
O -0.17489 0.01191 -1.44377 0.67 0.09 -1.36
O -0.07452 1.77039 1.46922 0.09 0.36 0.37
O -1.49756 2.93558 -1.70451 0.79 -0.28 0.47
C 0.05311 -2.32785 -0.91861 -0.36 -0.40 0.81
C 0.38490 -0.88794 -0.49368 -1.07 0.77 0.43
C 0.73248 0.61294 1.54642 0.09 -0.75 -0.75
C -0.01668 -0.57704 0.97229 0.91 -0.99 -1.48
H 0.39693 -1.50670 1.37069 -0.58 0.08 1.03
H 1.62781 0.73935 0.92695 0.00 0.34 0.08
H -0.86886 0.63071 -1.22013 -0.20 -0.61 1.26
H 1.10721 0.32404 2.52256 -0.27 0.57 0.56
H 0.65272 -2.99549 -0.28264 -0.01 0.01 -0.25
H -0.18113 2.15864 2.34220 0.02 -0.02 -0.08
H 0.35014 -2.48885 -1.95271 -0.12 0.01 -0.03
H -0.89167 3.32148 -1.05467 -0.45 0.44 0.11
H -1.01821 -2.67960 -0.76396 1.14 0.93 -0.27
H 1.48381 -0.71545 -0.49222 -0.48 -0.37 -0.45
H -1.09840 -0.47546 1.05796 0.03 -0.23 0.30
H -0.96719 2.14934 -1.88140 -0.20 0.05 -0.74
```
Positions in Å, forces in eV/Å.

The value obtained for the relative energy (zero: lowest compared OMol25 entry of this formula, charge and spin) is 24.89 kcal/mol. The calculation puts the gap between HOMO and LUMO at 11.079 eV. Its structure (SMILES) is C[C@@H](O)CCO.O.

Entry from the OMol25 dataset: 3 unconnected molecules or ions with the total composition C4H12O3 (ωB97M-V with the def2-TZVPD basis set).

XYZ file:
```
19
Properties=species:S:1:pos:R:3:forces:R:3
O 2.10462 -0.83447 0.13716 0.08 0.63 -0.14
O -0.90187 2.63610 0.85334 -0.30 0.27 -0.44
O -1.28123 1.10618 -2.22432 -1.17 0.87 -0.67
C 0.72968 0.29941 1.82958 -0.61 0.25 1.75
C 0.86107 -0.66266 0.72243 0.75 -1.37 -1.92
C -0.22751 -1.89509 -1.27672 1.24 -2.67 0.44
C -0.11495 -1.35112 0.10199 -1.72 0.70 2.00
H -0.94361 -1.53759 0.79023 -0.36 0.52 -0.47
H 2.75519 -0.20859 0.46301 -0.07 0.21 0.13
H -0.89555 3.29133 0.14069 -0.18 -0.14 0.26
H -1.07598 -2.53078 -1.55450 -0.75 0.86 0.73
H -0.11658 -1.15071 -2.04548 0.77 -0.19 -0.38
H 0.33671 1.26364 1.48084 0.37 -0.44 0.07
H -1.66163 2.05889 0.68502 0.15 0.22 -0.06
H 0.05287 -0.03371 2.63397 -0.36 -0.18 -0.65
H 0.49026 -2.75759 -1.30904 0.42 1.16 -0.81
H 1.59586 0.48812 2.46127 0.71 -0.12 -0.56
H -0.94203 0.22792 -2.29491 0.39 -0.57 0.20
H -0.76532 1.59072 -1.59456 0.63 -0.03 0.52
```
Positions in Å, forces in eV/Å.

The value obtained for the relative energy (zero: lowest compared OMol25 entry of this formula, charge and spin) is 37.93 kcal/mol. The calculation puts the gap between HOMO and LUMO at 8.714 eV. Its structure (SMILES) is C/C=C(/C)O.O.O.

Entry from the OMol25 dataset: 3 unconnected molecules or ions with the total composition C4H12O3 (ωB97M-V with the def2-TZVPD basis set).

XYZ file:
```
19
Properties=species:S:1:pos:R:3:forces:R:3
O -0.68599 0.00241 -1.86489 1.49 0.11 -1.15
O -1.09883 0.85915 3.40423 0.46 0.92 1.15
O 4.02256 4.08757 -0.36528 -1.32 1.45 2.54
C 1.05289 -2.35138 -0.07946 -3.54 1.03 -1.95
C -2.60859 -1.34147 -0.97437 1.21 -0.38 1.29
C -1.05706 -0.88949 -0.96441 -2.18 -1.66 1.81
C -0.22947 -1.30373 0.03640 0.77 -1.55 1.00
H -2.96979 -2.20498 -1.73167 1.18 2.48 1.26
H -0.71663 0.29082 4.08052 -0.05 0.00 -0.11
H 4.68829 4.64934 0.11758 -0.84 -0.87 -0.84
H -0.67288 -1.19213 1.06136 -0.05 -1.47 -0.97
H 0.57875 -3.21717 -0.77747 1.78 2.09 1.46
H 1.93106 -1.84134 -0.40197 0.71 -0.12 -0.86
H -1.39332 0.29283 2.71942 -0.40 -0.90 -1.04
H -0.89578 -0.27850 -2.74242 -0.53 -0.07 -1.27
H -3.16339 -0.38251 -0.94670 -0.51 -0.95 -0.49
H 1.26509 -2.76995 0.86839 -0.11 -0.34 1.06
H -2.68707 -1.87401 0.03222 -0.22 0.83 -1.19
H 3.18711 4.25096 0.21923 2.15 -0.58 -1.70
```
Positions in Å, forces in eV/Å.

The value obtained for the relative energy (zero: lowest compared OMol25 entry of this formula, charge and spin) is 93.87 kcal/mol. The calculation puts the gap between HOMO and LUMO at 8.205 eV. Its structure (SMILES) is C/C=C(/C)O.O.O.

Entry from the OMol25 dataset: 3 unconnected molecules or ions with the total composition C4H12O3 (ωB97M-V with the def2-TZVPD basis set).

XYZ file:
```
19
Properties=species:S:1:pos:R:3:forces:R:3
O -0.33976 -1.28759 -0.74120 0.79 -0.01 -0.24
O 3.39707 0.53189 -0.73971 -0.61 1.57 -1.80
O 0.94937 1.46002 -1.61284 -1.15 -1.71 0.61
C 0.68384 -1.07747 1.41555 0.07 -0.05 -0.76
C -1.55476 -0.01951 0.92650 -1.89 0.42 -2.25
C -2.80257 0.30129 0.01311 1.93 -3.82 -0.07
C -0.49463 -0.69717 0.52924 1.76 -1.86 0.26
H -3.11191 1.25395 0.06581 -0.85 3.68 0.62
H 3.99308 0.83117 -1.46085 0.16 -0.66 0.85
H 0.67277 2.18537 -1.04831 -0.16 0.11 0.11
H -2.62408 0.14281 -1.07796 0.09 -0.35 0.94
H -1.61728 0.26638 1.95462 0.13 0.24 0.38
H 1.57192 -0.56106 1.00125 -0.21 -0.21 0.22
H -3.66147 -0.30476 0.34311 0.33 -0.03 -0.25
H 2.60196 1.04800 -1.09525 0.54 -1.10 1.01
H 0.50304 -1.84989 -0.84527 -1.86 1.55 0.76
H 0.87725 -2.20450 1.19494 -0.34 1.75 1.34
H 0.41333 0.65602 -1.28162 1.07 1.65 -0.80
H 0.54282 -0.67496 2.45889 0.19 -1.17 -0.93
```
Positions in Å, forces in eV/Å.

The value obtained for the relative energy (zero: lowest compared OMol25 entry of this formula, charge and spin) is 26.39 kcal/mol. The calculation puts the gap between HOMO and LUMO at 9.707 eV. Its structure (SMILES) is C/C=C(/C)O.O.O.

Entry from the OMol25 dataset: 2 unconnected molecules or ions with the total composition C4H12O3 (ωB97M-V with the def2-TZVPD basis set).

XYZ file:
```
19
Properties=species:S:1:pos:R:3:forces:R:3
O 2.85494 2.03150 -0.13131 -0.48 -0.90 -1.06
O 8.19106 1.88052 -1.29575 0.47 -1.15 -0.06
O 0.96572 0.91156 0.42141 -0.35 -0.49 0.53
C 0.00000 0.00000 0.00000 -1.29 -0.57 0.32
C 3.85843 1.05564 0.24474 -0.89 -0.75 0.55
C 5.11944 1.73678 0.69989 0.08 1.07 -0.16
C 1.65410 1.37334 -0.65085 3.15 1.73 -0.46
H -0.42919 0.29089 -0.97354 0.00 -0.10 0.25
H 5.62968 2.12839 -0.19616 -0.02 0.06 0.48
H -0.80097 0.02115 0.75803 0.24 -0.15 -0.40
H 2.02940 0.60412 -1.35291 -0.45 -0.24 0.29
H 0.38301 -1.03139 -0.07843 0.07 0.30 -0.03
H 3.39800 0.45741 1.05442 0.39 0.07 -0.25
H 1.08419 2.11735 -1.24000 0.23 -0.06 0.38
H 4.82168 2.58777 1.33532 0.35 -0.26 -0.16
H 8.99155 1.57957 -1.78247 -0.87 0.29 0.53
H 4.12414 0.36248 -0.57646 -0.49 0.29 -0.01
H 5.83008 1.10884 1.26318 -0.53 0.00 -0.27
H 7.84819 1.06941 -0.85667 0.40 0.85 -0.47
```
Positions in Å, forces in eV/Å.

The value obtained for the relative energy (zero: lowest compared OMol25 entry of this formula, charge and spin) is 33.00 kcal/mol. The calculation puts the gap between HOMO and LUMO at 10.859 eV. Its structure (SMILES) is CCOCOC.O.

no.,highest occupied orbital energy (eV),largest force on an atom (hartree/bohr)
1,-7.6,0.028
2,-10.4,0.039
3,-8.2,0.058
4,-7.6,0.081
5,-9.1,0.083
6,-10.0,0.070